Arrangement 1

{"formula": "C11H23BNO4", "method": "ωB97M-V with the def2-TZVPD basis set", "species": ["C", "B", "C", "C", "C", "O", "N", "C", "C", "C", "H", "H", "H", "H", "H", "H", "H", "H", "H", "H", "H", "H", "H", "H", "H", "C", "C", "O", "C", "O", "O", "C", "H", "H", "H", "H", "H", "H", "H", "H"], "xyz": [[3.242, -4.137, -0.941], [2.202, -3.228, -0.034], [3.054, -2.263, 1.004], [4.319, -1.698, 0.374], [4.561, -0.234, 0.488], [4.165, -0.895, -0.758], [1.326, -2.365, -1.024], [0.497, -1.522, -0.612], [0.424, -0.142, -1.273], [-0.468, -1.721, 0.542], [3.656, -3.586, -1.789], [2.668, -4.965, -1.374], [4.032, -4.615, -0.350], [1.514, -4.049, 0.607], [2.504, -1.387, 1.364], [3.386, -2.854, 1.864], [5.205, -2.325, 0.427], [5.545, 0.182, 0.314], [3.718, 0.380, 0.773], [-0.077, 0.582, -0.628], [1.456, 0.133, -1.476], [-0.069, -0.179, -2.248], [-0.394, -0.883, 1.246], [-1.504, -1.740, 0.194], [-0.247, -2.625, 1.101], [-3.079, 1.773, -1.720], [-3.201, 1.347, -0.274], [-2.889, 2.428, 0.626], [-3.828, 3.351, 0.765], [-4.913, 3.365, 0.241], [-3.368, 4.287, 1.605], [-4.252, 5.390, 1.792], [-2.088, 2.189, -1.907], [-3.232, 0.922, -2.382], [-3.812, 2.540, -1.971], [-2.479, 0.562, -0.062], [-4.192, 0.951, -0.052], [-5.240, 5.053, 2.096], [-4.325, 5.976, 0.876], [-3.816, 6.000, 2.578]], "mulliken_charge": [-1.113, 0.536, -1.053, 0.193, -0.465, -0.400, -0.607, 0.690, -0.998, -1.279, 0.259, 0.216, 0.265, -0.281, 0.290, 0.267, 0.369, 0.266, 0.208, 0.196, 0.310, 0.213, 0.310, 0.326, 0.268, -1.196, 0.194, -0.347, 0.775, -0.565, -0.342, -0.649, 0.290, 0.345, 0.403, -0.083, 0.382, 0.294, 0.289, 0.222], "e_homo_ha": -0.1157, "multiplicity": 1, "total_charge": -1, "lumo_energy_ev": 2.406}

Arrangement 2

{"formula": "C11H23BNO4", "method": "ωB97M-V with the def2-TZVPD basis set", "species": ["C", "B", "C", "C", "C", "O", "N", "C", "C", "C", "H", "H", "H", "H", "H", "H", "H", "H", "H", "H", "H", "H", "H", "H", "H", "C", "C", "O", "C", "O", "O", "C", "H", "H", "H", "H", "H", "H", "H", "H"], "xyz": [[3.269, -4.122, -0.766], [2.172, -3.184, 0.058], [3.017, -2.138, 1.014], [4.306, -1.629, 0.249], [4.472, -0.078, 0.220], [4.068, -0.924, -0.958], [1.282, -2.485, -1.019], [0.430, -1.676, -0.589], [0.466, -0.217, -1.150], [-0.640, -1.957, 0.483], [3.664, -3.634, -1.675], [2.712, -5.016, -1.129], [4.070, -4.530, -0.113], [1.513, -3.974, 0.735], [2.483, -1.211, 1.297], [3.391, -2.638, 1.925], [5.228, -2.229, 0.346], [5.431, 0.356, -0.071], [3.563, 0.493, 0.421], [-0.068, 0.484, -0.485], [1.539, 0.015, -1.244], [0.066, -0.155, -2.180], [-0.574, -1.163, 1.259], [-1.673, -1.916, 0.091], [-0.486, -2.908, 1.010], [-2.903, 1.903, -1.738], [-3.175, 1.372, -0.346], [-2.900, 2.366, 0.655], [-3.810, 3.328, 0.777], [-4.831, 3.435, 0.145], [-3.386, 4.180, 1.722], [-4.224, 5.321, 1.889], [-1.885, 2.290, -1.807], [-3.033, 1.117, -2.482], [-3.576, 2.725, -1.988], [-2.508, 0.535, -0.144], [-4.196, 1.001, -0.247], [-5.257, 5.029, 2.070], [-4.159, 5.964, 1.011], [-3.857, 5.869, 2.754]], "mulliken_charge": [-1.091, 0.581, -0.958, 0.118, -0.520, -0.372, -0.597, 0.606, -0.880, -1.203, 0.243, 0.197, 0.238, -0.307, 0.256, 0.295, 0.361, 0.276, 0.225, 0.133, 0.293, 0.242, 0.274, 0.305, 0.268, -1.195, 0.171, -0.346, 0.771, -0.561, -0.339, -0.647, 0.292, 0.345, 0.404, -0.055, 0.373, 0.291, 0.288, 0.226], "e_homo_ha": -0.1097, "multiplicity": 1, "total_charge": -1, "lumo_energy_ev": 2.400}

Of them, the most stable is arrangement 1 and the least stable is arrangement 2.

Arrangement 1

{"formula": "CH2O2S2", "method": "ωB97M-V with the def2-TZVPD basis set", "species": ["C", "O", "O", "S", "S", "H", "H"], "xyz": [[0.154, -0.828, -0.079], [-2.529, -0.760, 0.229], [-1.405, 1.320, -0.604], [1.905, 1.089, 0.301], [-1.300, 0.044, 0.029], [0.481, -1.380, 0.815], [2.693, 0.515, -0.691]], "mulliken_charge": [-0.434, -0.446, -0.376, -0.174, 0.882, 0.377, 0.170], "e_homo_ha": [-0.3654, -0.3643], "multiplicity": 1, "lumo_energy_ev": [-2.339, -2.346]}

Arrangement 2

{"formula": "CH2O2S2", "method": "ωB97M-V with the def2-TZVPD basis set", "species": ["C", "O", "O", "S", "S", "H", "H"], "xyz": [[-0.030, -0.576, 0.030], [-2.346, 0.848, 0.607], [2.041, 0.919, -0.751], [-1.558, 0.323, -0.527], [1.564, 0.443, 0.539], [-0.094, -1.012, 0.997], [0.422, -0.946, -0.895]], "mulliken_charge": [-0.648, -0.409, -0.398, 0.368, 0.373, 0.394, 0.319], "e_homo_ha": [-0.3384, -0.3290], "multiplicity": 1, "lumo_energy_ev": [-1.536, -1.411]}

Of them, the most stable is arrangement 2 and the least stable is arrangement 1.

Arrangement 1

{"formula": "C4H6BrNO", "method": "ωB97M-V with the def2-TZVPD basis set", "species": ["C", "O", "C", "C", "N", "C", "Br", "H", "H", "H", "H", "H", "H"], "xyz": [[1.870, -0.209, -1.197], [1.987, -1.260, -0.209], [1.038, -1.076, 0.736], [-0.096, -0.349, 0.711], [-0.864, 0.600, 0.908], [-2.237, 0.989, 0.655], [-3.575, -0.082, -0.483], [0.832, -0.007, -1.280], [2.142, -0.590, -2.131], [2.434, 0.722, -0.942], [1.162, -1.769, 1.586], [-2.622, 1.110, 1.593], [-2.072, 1.921, 0.053]], "mulliken_charge": [-0.711, -0.327, -0.278, 0.472, -0.399, -0.441, -0.199, 0.288, 0.284, 0.262, 0.303, 0.416, 0.329], "e_homo_ha": -0.3011, "smiles": "COC=C=NCBr", "multiplicity": 1, "lumo_energy_ev": 0.582}

Arrangement 2

{"formula": "C4H6BrNO", "method": "ωB97M-V with the def2-TZVPD basis set", "species": ["C", "C", "C", "C", "N", "O", "Br", "H", "H", "H", "H", "H", "H"], "xyz": [[-2.369, -1.092, 0.450], [1.365, -0.297, -0.693], [0.565, -0.636, 0.501], [0.092, 0.360, -0.422], [-2.475, -0.141, -0.300], [-2.514, -2.005, 1.128], [0.652, 2.936, 0.502], [2.238, 0.349, -0.377], [1.502, -0.942, -1.569], [-0.042, -1.412, 0.562], [1.014, -0.383, 1.456], [1.527, 3.055, -0.552], [-1.555, 0.208, -0.688]], "mulliken_charge": [0.661, -0.403, -0.675, -0.099, -0.669, -0.424, -0.156, 0.200, 0.271, 0.330, 0.202, 0.201, 0.559], "e_homo_ha": -0.3379, "multiplicity": 1, "lumo_energy_ev": -0.808}

Of them, the most stable is arrangement 1 and the least stable is arrangement 2.

Arrangement 1

{"formula": "C3H13N3O", "method": "ωB97M-V with the def2-TZVPD basis set", "species": ["N", "C", "C", "N", "H", "H", "H", "H", "H", "H", "H", "H", "N", "C", "O", "H", "H", "H", "H", "H"], "xyz": [[0.244, -1.444, 0.049], [1.459, -0.979, 0.721], [2.303, -0.087, -0.208], [1.766, 1.221, -0.510], [-0.287, -2.049, 0.667], [0.496, -1.989, -0.771], [1.151, -0.402, 1.599], [2.086, -1.814, 1.070], [2.459, -0.611, -1.156], [3.283, 0.051, 0.260], [1.638, 1.755, 0.342], [0.862, 1.153, -0.967], [-3.174, 0.373, 0.258], [-2.039, 1.206, -0.017], [-1.272, 0.624, -1.088], [-3.509, 0.133, -0.705], [-2.881, -0.495, 0.699], [-2.387, 2.167, -0.404], [-1.442, 1.327, 0.898], [-0.758, -0.140, -0.735]], "mulliken_charge": [-0.593, -0.449, -0.711, -0.593, 0.214, 0.222, 0.307, 0.353, 0.344, 0.338, 0.245, 0.316, -0.660, -0.170, -0.591, 0.295, 0.239, 0.283, 0.262, 0.349], "e_homo_ha": -0.3322, "smiles": "NCCN.NCO", "multiplicity": 1, "lumo_energy_ev": 0.753}

Arrangement 2

{"formula": "C3H13N3O", "method": "ωB97M-V with the def2-TZVPD basis set", "species": ["C", "C", "O", "H", "H", "H", "H", "H", "H", "C", "N", "N", "N", "H", "H", "H", "H", "H", "H", "H"], "xyz": [[-1.225, 2.261, -0.905], [0.853, 0.683, 0.873], [-1.159, 0.903, -0.622], [-2.270, 2.595, -0.863], [-0.836, 2.515, -1.904], [-0.692, 2.873, -0.154], [1.492, 0.207, 1.623], [0.049, 1.247, 1.337], [1.454, 1.274, 0.193], [1.698, -1.378, -0.588], [-0.214, -1.784, 0.746], [0.493, -0.790, -0.030], [-1.606, -1.577, 0.800], [0.140, -1.748, 1.702], [-0.387, -0.161, -0.792], [-2.005, -1.959, -0.044], [-1.830, -0.573, 0.802], [2.196, -0.644, -1.224], [2.396, -1.669, 0.209], [1.455, -2.275, -1.160]], "mulliken_charge": [-0.706, -0.770, -0.722, 0.211, 0.226, 0.250, 0.458, 0.235, 0.315, -0.802, -0.353, -0.071, -0.670, 0.289, 0.514, 0.286, 0.367, 0.335, 0.288, 0.320], "e_homo_ha": -0.3036, "multiplicity": 1, "lumo_energy_ev": 0.777}

Arrangement 3

{"formula": "C3H13N3O", "method": "ωB97M-V with the def2-TZVPD basis set", "species": ["N", "C", "C", "N", "H", "H", "H", "H", "H", "H", "H", "H", "H", "N", "C", "O", "H", "H", "H", "H"], "xyz": [[-1.065, -0.823, 0.080], [0.084, -1.362, -0.681], [0.496, -0.423, -1.794], [1.469, -1.039, -2.671], [-0.952, -1.006, 1.087], [-0.889, 0.526, 0.278], [-2.027, -0.999, -0.243], [0.900, -1.501, 0.046], [-0.191, -2.334, -1.092], [-0.444, -0.205, -2.330], [0.864, 0.521, -1.362], [1.736, -0.402, -3.424], [2.340, -1.319, -2.228], [-0.204, 0.387, 2.543], [-0.374, 1.697, 1.821], [-0.476, 1.569, 0.454], [-0.074, 0.557, 3.538], [0.682, -0.068, 2.209], [-1.267, 2.150, 2.250], [0.481, 2.316, 2.113]], "mulliken_charge": [-0.536, -0.537, -0.329, -0.612, 0.370, 0.397, 0.245, 0.245, 0.327, 0.243, 0.317, 0.239, 0.206, -0.642, -0.320, -0.634, 0.255, 0.156, 0.285, 0.324], "e_homo_ha": -0.3211, "multiplicity": 1, "lumo_energy_ev": 0.973}

Of them, the most stable is arrangement 1 and the least stable is arrangement 2.